(1)
A molecular structure, C22H20N5O3RhSSe2, computed with wB97M-V/def2-TZVPD.

```
54
Properties=species:S:1:pos:R:3:forces:R:3
Rh -0.29809 0.12603 -0.16257 -0.154 -0.392 0.040
Se -2.63572 -0.38003 -1.62314 0.103 0.299 0.182
Se -0.72570 0.76956 -2.49566 -0.056 -0.060 -0.129
S 2.33555 -1.05773 -1.54685 0.142 0.166 0.148
O 2.54505 -2.34276 -0.95474 -0.015 -0.039 -0.103
O 1.54612 -0.97704 -2.74555 -0.022 -0.069 -0.029
O 2.27716 1.83466 0.81344 -0.078 0.079 0.080
N 1.67789 -0.01598 -0.38901 0.051 0.220 0.062
N 0.77531 0.31994 2.60897 -0.002 -0.009 0.124
N -0.62495 -1.87318 -0.44306 0.103 -0.004 -0.095
N -0.45667 2.17897 -0.23033 -0.030 0.041 0.018
N -0.24613 -0.14128 1.85391 0.005 0.012 -0.152
C 6.02017 1.47245 -1.45049 -0.032 -0.054 -0.034
C -2.34600 -1.42505 2.20653 -0.023 -0.007 0.028
C -1.50112 -4.37661 -1.16614 -0.008 0.017 -0.012
C 2.54019 0.99550 -0.03539 0.027 -0.010 0.157
C 0.59542 0.01148 3.90303 0.075 0.070 -0.028
C -0.74504 4.46671 0.27231 -0.005 -0.006 -0.031
C 1.57541 0.39863 4.95484 -0.011 -0.008 -0.006
C -1.23848 3.66216 -1.94095 0.017 0.124 0.086
C -1.16840 4.71478 -1.02154 0.007 -0.078 0.003
C 3.81400 0.91380 -0.78087 -0.087 -0.227 -0.124
C -0.59545 -0.68506 3.98091 -0.067 -0.097 -0.040
C 4.93176 -0.45978 -2.43940 -0.033 0.000 -0.002
C 4.91020 1.74678 -0.66015 0.047 -0.011 -0.009
C -1.67988 -2.02348 -1.25816 -0.108 0.007 -0.033
C -1.09246 -0.77061 2.67762 0.023 0.058 0.084
C -0.87523 2.42611 -1.47839 -0.074 -0.140 -0.154
C -0.38834 3.17519 0.64684 0.022 0.033 -0.054
C -0.43342 -4.22543 -0.30494 -0.009 -0.037 -0.012
C 3.83528 -0.15748 -1.65967 0.122 0.010 -0.035
C -2.15604 -3.24402 -1.66186 0.080 -0.053 0.047
C 6.02941 0.38709 -2.32527 0.023 0.050 0.030
C -0.00812 -2.94791 0.04011 0.052 0.048 -0.006
H 0.08962 -5.08190 0.09512 0.000 0.002 0.009
H -1.83613 -5.36295 -1.45772 -0.001 0.000 -0.004
H -3.00236 -3.32219 -2.32936 -0.009 0.010 0.001
H 1.13461 0.26417 5.93908 0.002 0.001 0.001
H -1.05169 -1.08057 4.87209 -0.004 -0.006 -0.004
H 6.90789 0.19487 -2.92588 0.007 0.006 0.005
H 0.83493 -2.77416 0.69320 -0.038 -0.012 -0.014
H 2.46930 -0.22288 4.89488 0.000 -0.003 -0.001
H 1.50238 0.88202 2.16300 -0.034 0.049 -0.027
H -3.10080 -1.38242 2.98879 -0.004 -0.006 0.000
H 4.94045 -1.30891 -3.10881 0.009 0.004 -0.003
H -1.55576 3.81399 -2.96287 -0.002 -0.010 -0.005
H 4.89557 2.57734 0.03188 -0.004 0.006 0.002
H 6.89362 2.10606 -1.38311 0.005 0.000 -0.005
H 1.87813 1.44014 4.85111 0.002 0.003 -0.005
H -0.68355 5.26165 1.00153 -0.001 0.012 -0.010
H -0.03498 2.93661 1.63859 -0.001 -0.020 0.008
H -1.44580 5.71428 -1.32811 0.005 0.010 0.016
H -2.74894 -0.92657 1.32461 -0.012 0.009 0.027
H -2.17834 -2.47740 1.96813 0.000 0.012 0.010
```
Positions in Å, forces in eV/Å.

**Total charge**: +2
**LUMO energy**: -7.9 eV

(2)
A molecular structure, C22H21BrCsN5O12, computed with wB97M-V/def2-TZVPD.

```
62
Properties=species:S:1:pos:R:3:forces:R:3
Cs -1.06003 0.04066 0.64245 -0.180 -0.689 -0.590
Br 1.93503 0.85485 -2.11445 -0.037 0.068 -0.089
O -2.35525 1.75778 2.28828 -0.161 0.402 0.227
O 1.06095 6.83162 5.43796 -0.003 0.037 -0.067
O 6.04974 -0.48190 0.74636 -0.007 0.006 -0.021
O -0.21434 -2.67052 -0.99013 0.017 -0.034 0.012
O 3.76371 4.02025 2.71293 -0.008 0.006 -0.028
O -2.97039 -0.62622 -2.40352 0.021 0.009 0.063
O -1.08399 6.76738 5.26656 0.015 0.038 -0.064
O -2.64745 2.20886 -2.55224 0.014 -0.014 -0.011
O 2.96814 2.09264 2.19554 -0.005 0.009 -0.023
O -1.24954 -2.89083 1.33803 -0.029 -0.111 0.102
O -3.10176 3.75899 1.58039 -0.022 -0.032 -0.013
O 0.42732 2.34906 1.19409 0.068 0.191 0.033
N 0.03161 6.35520 4.95443 -0.030 -0.088 0.208
N -0.97768 -3.96126 0.76271 0.070 0.002 -0.034
N 2.81467 3.25222 2.54166 0.030 -0.027 0.081
N 1.94923 -0.49894 0.26377 0.097 0.013 -0.033
N -0.45099 -3.81659 -0.42454 -0.016 0.043 0.059
C -1.03975 4.68887 3.47665 0.016 0.081 0.065
C -3.91286 0.15899 -3.08032 0.022 0.051 -0.018
C -0.96573 3.65260 2.60423 -0.067 -0.074 -0.036
C -1.76258 -0.84047 -3.11469 -0.035 -0.014 -0.014
C 4.13852 0.08545 -0.50754 0.009 0.034 -0.054
C 4.69333 -0.51003 0.61011 -0.033 -0.003 -0.010
C 0.54860 -4.89172 -2.32379 0.041 -0.004 -0.073
C 2.49883 -1.07465 1.32885 0.078 0.013 -0.094
C 0.93974 -6.03150 -3.01316 -0.013 -0.047 0.022
C -0.31898 -6.27859 -0.55247 -0.018 0.013 0.028
C -3.40240 1.53338 -3.51746 0.007 -0.039 0.031
C -2.26316 2.99803 2.09960 0.095 0.178 0.118
C 1.48140 3.73812 2.80932 -0.180 -0.043 -0.090
C 0.70956 -7.29420 -2.48806 -0.005 0.027 0.006
C 0.32609 3.15250 2.13223 0.161 0.034 0.082
C -0.08174 -5.00852 -1.08885 0.011 -0.033 -0.017
C -3.34137 2.44867 -1.33701 0.022 0.080 0.154
C 2.75770 0.04943 -0.60642 0.070 -0.061 0.166
C 3.86308 -1.11806 1.54250 0.003 0.010 0.099
C 0.07668 -7.40339 -1.25238 0.024 -0.024 -0.050
C 0.12899 5.27739 4.02804 -0.004 -0.097 -0.140
C 1.37591 4.79136 3.69081 0.076 0.108 0.091
H 6.27452 -0.80199 1.62510 0.003 -0.007 0.025
H -4.24615 3.04687 -1.50395 -0.014 -0.035 -0.060
H -0.10922 -8.38396 -0.82909 -0.012 0.009 0.017
H -2.75013 1.43039 -4.38709 -0.009 0.016 -0.011
H 4.27017 -1.59075 2.42866 -0.011 0.004 0.001
H -4.27732 -0.35528 -3.98649 -0.009 -0.011 0.009
H 1.43354 -5.92909 -3.97257 -0.002 0.021 0.000
H -4.28062 2.12694 -3.82359 -0.001 0.005 -0.012
H 2.26436 5.22451 4.12380 -0.002 -0.012 -0.011
H -0.80727 -6.36116 0.40622 -0.001 -0.001 -0.002
H -1.18183 -1.55631 -2.53368 0.002 -0.005 -0.007
H 1.01783 -8.18059 -3.02905 -0.004 -0.005 0.004
H -3.61688 1.51891 -0.83278 -0.012 0.014 -0.013
H -1.97110 -1.25296 -4.11320 0.000 0.003 -0.001
H -2.68897 3.01042 -0.67508 0.003 0.008 -0.020
H -4.75473 0.26538 -2.39496 -0.011 -0.006 -0.011
H -1.19829 0.09061 -3.22209 0.007 -0.004 -0.008
H 0.72447 -3.89893 -2.71089 -0.024 0.019 0.039
H -2.00613 5.08081 3.76179 -0.014 -0.023 -0.022
H 1.80965 -1.52545 2.03429 -0.003 -0.010 0.000
H 4.75526 0.57471 -1.24587 -0.003 -0.001 0.006
```
Positions in Å, forces in eV/Å.

**Total charge**: -2
**LUMO energy**: 3.7 eV

(3)
A molecular structure, C22H21BrN4O7PTl in a non-equilibrium geometry, computed with wB97M-V/def2-TZVPD.

```
57
Properties=species:S:1:pos:R:3:forces:R:3
Tl -0.05549 -0.92235 0.17511 0.122 -0.170 0.136
Br -2.25729 -0.57655 -1.86479 -0.574 -0.123 -0.339
P -0.82569 2.70255 -2.07389 -0.085 0.665 -1.094
O -0.54649 2.32395 -0.68019 -0.013 -0.054 0.300
O -1.90589 -1.68555 2.07651 0.250 -0.082 -0.209
O -3.52699 -1.04515 3.48711 -0.566 0.028 0.428
O 1.07061 3.68215 1.21151 -0.082 0.450 0.074
O 1.52681 1.50445 1.11261 -0.201 0.282 0.311
O 3.67851 -4.11665 -0.70639 0.100 -0.259 -0.282
O 1.96151 -4.83115 1.95791 0.066 -0.020 0.239
N 0.99491 -2.45345 -2.24829 0.102 -0.067 0.393
N -0.98349 0.91425 2.11191 0.288 0.152 -0.023
N 2.43911 -1.48045 2.49431 0.124 -0.156 -0.456
N 1.82121 -3.23365 0.31371 -0.365 0.391 -0.338
C 2.53321 -3.64815 -0.71709 0.219 0.132 0.570
C 1.66911 -4.16135 -4.33379 -0.038 0.071 -0.009
C 1.87311 -3.43105 -2.05859 0.283 -0.366 -0.523
C 1.88431 -3.66545 1.57171 0.059 -0.290 -0.057
C 2.26691 -0.52045 3.38291 0.000 0.331 0.267
C 0.54681 -1.71195 4.50861 0.035 0.000 0.095
C 0.75921 -3.13345 -4.52649 0.027 -0.034 0.022
C 1.67721 -2.56485 2.58691 -0.119 -0.261 0.542
C -0.61519 2.17855 1.94511 -0.746 0.239 0.374
C 0.45571 -2.31545 -3.44709 -0.109 0.057 -0.589
C -0.01879 1.62345 -3.30539 -0.466 0.309 0.321
C -1.47549 3.24905 2.16861 0.279 -0.076 -0.002
C -0.16509 4.39755 -2.44579 -0.224 -0.677 0.234
C -2.77759 2.96905 2.55201 0.013 -0.083 -0.004
C 2.23911 -4.30585 -3.08649 -0.003 -0.076 0.055
C -2.59259 -0.85785 2.69821 0.267 0.338 -0.176
C 0.74181 2.37395 1.39331 1.093 -0.204 -0.404
C 1.33661 -0.57655 4.40871 -0.016 -0.005 -0.010
C -2.22139 0.64025 2.48731 -0.238 -0.334 0.194
C 0.73051 -2.73175 3.59591 0.130 0.005 -0.064
C -2.60479 2.87205 -2.46639 0.563 -0.248 0.161
C -3.15909 1.65005 2.71611 0.023 0.038 -0.035
H 0.28981 -2.97855 -5.48809 -0.086 0.065 -0.018
H -1.13359 4.26175 2.01551 0.008 0.015 -0.049
H -0.26959 -1.52025 -3.55559 -0.102 0.064 0.085
H -4.15909 1.36955 3.01301 0.006 -0.067 0.040
H -0.54719 5.07725 -1.68709 -0.069 0.072 0.034
H 2.95221 -5.08755 -2.87129 0.080 0.041 0.061
H 2.89621 0.35265 3.24831 0.005 0.069 0.080
H -3.04649 3.53775 -1.72419 0.025 0.016 0.024
H -0.20099 -1.79825 5.28701 -0.064 0.011 -0.036
H 1.88301 3.69725 0.68221 -0.154 -0.274 0.221
H -3.02889 1.87095 -2.36779 -0.064 0.028 0.019
H 0.21471 2.14375 -4.22879 0.058 0.161 -0.143
H -3.48059 3.78165 2.70151 -0.027 -0.046 0.037
H 0.15631 -3.64395 3.63831 -0.077 -0.013 -0.068
H 0.92061 4.38925 -2.38509 0.112 -0.041 -0.023
H -0.69719 0.79355 -3.48709 0.028 -0.123 -0.016
H -0.47859 4.72145 -3.43319 -0.020 0.105 -0.177
H 0.88431 1.23715 -2.83609 0.071 -0.017 0.003
H 1.22291 0.25325 5.09601 -0.007 0.006 -0.030
H -2.77729 3.26145 -3.46669 0.057 0.058 -0.147
H 1.92471 -4.83205 -5.14629 0.020 -0.033 0.004
```
Positions in Å, forces in eV/Å.

**Total charge**: -2
**LUMO energy**: 4.1 eV

Summary of ΔE to the lowest compared entry with this formula, charge and spin in kcal/mol
0.0, 13.2, 26.1
(order as listed above)
Summary of Kohn-Sham gap in eV
6.91, 6.18, 5.97
(order as listed above)
Summary of E_tot in eV
-181254.0428, -125759.8416, -127478.3807
(order as listed above)